No. 1
41
Properties=species:S:1:pos:R:3 method="wB97M-V/def2-TZVPD" smiles="O=C(Cc1cccs1)Nc1nnc(SCc2cccc3ccccc23)s1" e_lumo_ev=0.10 total_energy_ha=-2167.102633 relative_energy_kj_mol=16.7 gap_ev=8.49
O -3.07 2.89 1.05
C -2.71 1.88 0.50
C -3.33 1.32 -0.75
C -3.98 0.00 -0.46
C -3.87 -1.17 -1.14
C -4.62 -2.22 -0.57
C -5.29 -1.84 0.55
S -5.02 -0.18 0.92
N -1.68 1.14 1.06
C -1.00 0.07 0.57
N -1.06 -0.39 -0.64
N -0.26 -1.41 -0.86
C 0.46 -1.77 0.15
S 1.56 -3.09 0.09
C 3.19 -2.31 0.60
C 3.10 -0.85 0.85
C 3.26 -0.37 2.12
C 3.13 0.99 2.42
C 2.79 1.87 1.43
C 2.61 1.43 0.10
C 2.24 2.33 -0.92
C 2.06 1.89 -2.20
C 2.26 0.54 -2.52
C 2.62 -0.36 -1.55
C 2.80 0.06 -0.21
S 0.12 -0.80 1.60
H -2.57 1.17 -1.52
H -4.07 2.04 -1.10
H -3.26 -1.28 -2.02
H -4.65 -3.21 -0.97
H -5.92 -2.42 1.18
H -1.37 1.49 1.96
H 3.50 -2.84 1.50
H 3.86 -2.56 -0.22
H 3.49 -1.06 2.93
H 3.27 1.33 3.43
H 2.65 2.92 1.65
H 2.09 3.37 -0.67
H 1.76 2.58 -2.98
H 2.12 0.20 -3.54
H 2.77 -1.39 -1.82

=====

No. 2
40
Properties=species:S:1:pos:R:3 method="wB97M-V/def2-TZVPD" multiplicity=4 e_lumo_ev="0.15 / -0.10" total_energy_ha=-3324.637499 s_squared=3.765 gap_ev="7.04 / 7.50"
V -0.18 0.48 0.81
S 1.77 -0.35 1.97
C 1.46 -2.08 1.93
C 2.53 -2.96 2.13
C 2.35 -4.33 2.13
C 1.09 -4.88 1.95
C 0.01 -4.04 1.77
C 0.19 -2.66 1.74
S -1.25 -1.63 1.51
C -1.70 -2.05 -0.20
C -0.64 -1.72 -1.21
C -0.48 -2.46 -2.37
C 0.46 -2.05 -3.30
C 1.24 -0.94 -3.03
C 1.06 -0.26 -1.84
C 1.91 0.90 -1.45
S 1.00 2.19 -0.55
C -0.26 2.60 -1.74
C 0.14 3.28 -2.90
C -0.79 3.62 -3.86
C -2.13 3.31 -3.65
C -2.53 2.67 -2.49
C -1.61 2.29 -1.50
S -2.21 1.50 -0.05
N 0.13 -0.65 -0.96
H 3.51 -2.54 2.29
H 3.21 -4.97 2.28
H 0.95 -5.95 1.96
H -0.99 -4.44 1.65
H -2.59 -1.45 -0.40
H -1.97 -3.11 -0.26
H -1.10 -3.33 -2.54
H 0.59 -2.61 -4.22
H 1.98 -0.59 -3.74
H 2.41 1.33 -2.32
H 2.67 0.57 -0.73
H 1.18 3.53 -3.03
H -0.48 4.14 -4.76
H -2.87 3.58 -4.39
H -3.57 2.44 -2.33

=====

No. 3
46
Properties=species:S:1:pos:R:3 method="wB97M-V/def2-TZVPD" total_charge=+2 e_lumo_ev=-8.15 total_energy_ha=-1838.646978 relative_energy_kj_mol=0.0 gap_ev=5.24
Bi 0.13 -1.00 -1.88
S 0.29 -0.74 0.53
C 0.25 1.02 0.64
N 0.30 1.66 1.82
N 0.38 1.05 2.91
C 0.43 1.72 4.17
C 0.44 3.10 4.24
C 0.49 3.68 5.50
C 0.54 2.89 6.64
C 0.53 1.51 6.54
C 0.48 0.91 5.29
N 0.16 1.83 -0.41
N 0.10 1.31 -1.57
C 0.00 2.26 -2.66
C -0.08 1.75 -3.95
C -0.16 2.61 -5.03
C -0.17 3.98 -4.82
C -0.09 4.48 -3.53
C 0.00 3.63 -2.44
H 0.41 0.03 2.94
H 0.40 3.70 3.34
H 0.49 4.76 5.58
H 0.58 3.36 7.61
H 0.57 0.89 7.43
H 0.48 -0.17 5.20
H -0.07 0.68 -4.15
H -0.23 2.22 -6.04
H -0.24 4.66 -5.66
H -0.10 5.55 -3.36
H 0.06 4.01 -1.44
N 2.59 -4.97 -1.65
C 2.66 -3.64 -1.65
N 1.43 -3.15 -1.57
C 0.64 -4.27 -1.55
N 1.31 -5.39 -1.60
C -0.83 -4.21 -1.46
C -1.61 -5.36 -1.38
N -2.93 -5.30 -1.29
C -3.49 -4.09 -1.26
C -2.72 -2.93 -1.34
N -1.40 -3.00 -1.44
H 3.34 -5.64 -1.69
H 3.58 -3.09 -1.69
H -1.14 -6.34 -1.39
H -4.56 -4.04 -1.18
H -3.18 -1.95 -1.31

=====

No. 4
49
Properties=species:S:1:pos:R:3 method="wB97M-V/def2-TZVPD" e_lumo_ev=-0.59 total_energy_ha=-2532.257090 relative_energy_kj_mol=60.1 gap_ev=6.79
Sn 0.22 0.83 0.11
Cl -2.45 3.99 3.49
C -1.64 2.52 3.95
C -1.61 2.16 5.30
C -1.00 1.01 5.71
Cl -0.98 0.60 7.41
C -0.37 0.16 4.77
C 0.28 -1.04 5.09
C 0.85 -1.81 4.11
C 0.77 -1.37 2.79
N 0.17 -0.25 2.44
C -0.41 0.54 3.40
C -1.05 1.75 2.94
O -1.05 2.06 1.69
H -2.09 2.80 6.03
H 0.33 -1.35 6.13
H 1.36 -2.73 4.35
H 1.22 -1.95 1.98
N 1.48 1.50 -3.44
C 0.26 1.01 -3.67
N -0.26 1.18 -4.89
C -1.49 0.71 -5.04
N -2.08 0.86 -6.24
N -2.23 0.09 -4.09
C -1.61 0.00 -2.92
N -0.38 0.41 -2.64
C -2.38 -0.66 -1.81
C -3.65 -1.15 -2.04
C -4.32 -1.79 -1.00
C -3.70 -1.91 0.23
C -2.43 -1.38 0.38
N -1.78 -0.76 -0.61
H 1.96 1.95 -4.19
H 1.93 1.40 -2.52
H -1.56 1.30 -6.98
H -2.99 0.48 -6.39
H -4.09 -1.04 -3.02
H -5.32 -2.18 -1.16
H -4.19 -2.40 1.06
H -1.91 -1.43 1.33
N 1.21 -1.43 -0.51
C 2.69 -1.36 -0.43
C 3.24 0.00 -0.90
O 4.37 0.03 -1.34
O 2.41 1.00 -0.76
H 0.86 -2.32 -0.16
H 0.91 -1.38 -1.49
H 3.18 -2.14 -1.02
H 2.99 -1.49 0.61

=====

No. 5
41
Properties=species:S:1:pos:R:3 method="wB97M-V/def2-TZVPD" smiles="O=C(COC(=O)/C=C/c1ccccc1Cl)NC(=O)Cc1ccccc1" e_lumo_ev=0.06 total_energy_ha=-1549.569445 relative_energy_kj_mol=12.7 gap_ev=9.13
O 0.82 1.95 4.00
C 0.37 1.28 3.11
C -0.15 -0.13 3.32
O 0.38 -0.98 2.32
C -0.45 -1.93 1.84
O -1.51 -2.20 2.33
C 0.16 -2.57 0.66
C -0.53 -3.47 -0.04
C -0.09 -4.16 -1.25
C -0.46 -5.50 -1.42
C -0.05 -6.23 -2.51
C 0.72 -5.63 -3.49
C 1.08 -4.30 -3.37
C 0.68 -3.58 -2.26
Cl 1.11 -1.90 -2.20
N 0.35 1.77 1.82
C -0.38 1.35 0.72
O -1.22 0.49 0.75
C -0.01 2.13 -0.54
C -0.08 3.61 -0.30
C -1.31 4.25 -0.26
C -1.38 5.61 0.00
C -0.23 6.34 0.23
C 1.00 5.71 0.19
C 1.08 4.35 -0.07
H -1.25 -0.14 3.25
H 0.15 -0.47 4.31
H 1.15 -2.25 0.41
H -1.51 -3.75 0.33
H -1.07 -5.96 -0.65
H -0.35 -7.27 -2.61
H 1.04 -6.20 -4.36
H 1.67 -3.82 -4.13
H 0.85 2.64 1.71
H 1.00 1.83 -0.83
H -0.71 1.83 -1.32
H -2.21 3.68 -0.43
H -2.35 6.10 0.03
H -0.29 7.40 0.43
H 1.91 6.27 0.37
H 2.04 3.86 -0.10

=====

No. 6
42
Properties=species:S:1:pos:R:3 method="wB97M-V/def2-TZVPD" smiles="Cc1ccc(C(=O)Nc2ncc(Cc3ccc(SC(F)F)cc3)s2)cc1" e_lumo_ev=0.35 total_energy_ha=-1914.516772 gap_ev=8.76
C -4.02 -3.32 -1.40
C -3.76 -2.19 -0.46
C -3.19 -2.43 0.79
C -2.94 -1.40 1.67
C -3.24 -0.09 1.31
C -3.04 1.02 2.28
O -3.55 1.05 3.37
N -2.25 2.07 1.85
C -1.38 2.18 0.80
N -0.84 3.30 0.49
C 0.04 3.17 -0.53
C 0.19 1.91 -1.04
C 1.08 1.44 -2.13
C 2.31 0.79 -1.53
C 3.50 1.50 -1.41
C 4.60 0.91 -0.82
C 4.51 -0.38 -0.35
S 5.94 -1.13 0.44
C 5.54 -0.65 2.15
F 5.44 0.68 2.28
F 4.35 -1.16 2.54
C 3.34 -1.11 -0.46
C 2.24 -0.51 -1.04
S -0.84 0.81 -0.16
C -3.82 0.16 0.07
C -4.08 -0.88 -0.80
H -4.55 -2.98 -2.28
H -3.08 -3.78 -1.71
H -4.62 -4.09 -0.91
H -2.94 -3.45 1.07
H -2.51 -1.60 2.64
H -2.25 2.87 2.47
H 0.55 4.04 -0.89
H 1.37 2.29 -2.74
H 0.55 0.72 -2.75
H 3.56 2.51 -1.77
H 5.53 1.46 -0.73
H 6.32 -1.03 2.82
H 3.28 -2.11 -0.08
H 1.31 -1.06 -1.12
H -4.08 1.17 -0.21
H -4.54 -0.68 -1.75

=====

No. 7
40
Properties=species:S:1:pos:R:3 method="wB97M-V/def2-TZVPD" total_charge=+1 e_lumo_ev=-5.64 total_energy_ha=-1187.514130 relative_energy_kj_mol=38.9 gap_ev=6.49
C -2.47 1.96 -2.01
C -2.29 0.80 -1.11
C -1.19 -0.11 -1.04
N -1.56 -1.07 -0.12
C -2.75 -0.75 0.47
C -3.47 -1.60 1.44
C -3.21 0.44 -0.11
H -3.27 2.60 -1.63
H -1.58 2.58 -2.14
H -2.79 1.63 -3.00
H -0.59 -0.38 -1.93
H -0.97 -1.89 0.10
H -4.27 -0.98 1.88
H -3.98 -2.48 0.98
H -2.80 -1.95 2.25
H -4.17 0.90 0.10
F 4.09 -3.32 0.77
C 3.25 -2.76 -0.16
C 3.26 -3.27 -1.46
C 2.44 -2.61 -2.38
F 2.42 -3.09 -3.68
C 1.69 -1.49 -2.05
C 1.69 -0.98 -0.72
C 0.87 0.22 -0.51
C 0.99 1.10 0.64
C 0.26 2.32 0.52
C 0.25 3.24 1.55
F -0.46 4.42 1.40
C 0.96 3.04 2.74
C 1.67 1.85 2.84
F 2.42 1.62 3.97
C 1.72 0.90 1.83
C 2.47 -1.68 0.23
H 3.86 -4.13 -1.72
H 1.14 -0.98 -2.85
H 0.76 0.84 -1.44
H -0.24 2.57 -0.42
H 0.95 3.77 3.54
H 2.38 0.05 1.95
H 2.51 -1.34 1.26

=====

No. 8
38
Properties=species:S:1:pos:R:3 method="wB97M-V/def2-TZVPD" e_lumo_ev=0.32 total_energy_ha=-1240.876537 relative_energy_kj_mol=0.0 gap_ev=8.20
C -3.11 -1.40 -0.55
C -2.23 -1.73 0.44
C -0.82 -1.58 0.32
C -0.08 -2.00 1.42
C 1.25 -2.06 1.18
C 1.76 -1.61 0.16
C 0.93 -1.37 -0.81
C -0.40 -1.27 -1.00
C -1.27 -0.95 -2.07
C -2.53 -1.07 -1.86
H -3.26 -0.57 -2.67
H -0.86 -0.58 -3.00
H 1.50 -1.13 -2.02
C 3.33 -1.36 0.06
H 3.70 -2.34 -0.62
H 3.70 -1.42 1.14
S 3.98 -0.20 -0.91
C 3.39 1.33 0.16
C 2.06 1.68 0.02
N 1.22 2.06 -0.79
C -0.10 2.00 -0.57
C -1.34 2.45 -0.99
C -2.41 2.34 -0.41
C -2.51 1.82 1.03
C -1.30 1.58 1.29
C -0.02 1.56 0.84
N 1.21 1.09 1.19
H 1.56 1.05 2.03
H -1.41 1.01 2.66
H -3.37 1.64 1.42
H -3.32 2.60 -1.00
H -1.21 2.69 -2.29
H 3.94 2.28 -0.38
H 3.80 1.10 1.06
H 1.82 -2.18 2.18
H -0.55 -2.05 2.42
H -2.80 -2.00 1.21
H -4.24 -1.42 -0.29

=====

No. 9
43
Properties=species:S:1:pos:R:3 method="wB97M-V/def2-TZVPD" e_lumo_ev=-1.42 total_energy_ha=-1629.116782 relative_energy_kj_mol=110.3 gap_ev=5.29
Pd 0.02 0.10 0.10
C -2.70 3.40 -0.02
C -1.50 2.51 0.02
N -1.63 1.18 0.09
N -2.81 0.58 0.05
C -2.69 -0.73 0.03
O -1.51 -1.28 0.02
C -3.86 -1.60 0.02
C -3.66 -2.98 0.01
C -4.74 -3.84 0.00
C -6.03 -3.34 0.00
C -6.24 -1.97 0.00
C -5.16 -1.10 0.01
C -0.18 3.00 0.02
C 0.15 4.38 0.00
C 1.46 4.77 -0.01
C 2.47 3.78 0.05
C 2.09 2.46 0.09
N 0.82 2.04 0.04
H -3.59 2.78 -0.03
H -2.69 4.03 -0.91
H -2.72 4.05 0.86
H -2.65 -3.35 0.01
H -4.57 -4.91 0.00
H -6.87 -4.02 0.00
H -7.25 -1.58 -0.01
H -5.32 -0.03 0.01
H -0.64 5.11 -0.01
H 1.73 5.81 -0.04
H 3.51 4.05 0.06
H 2.84 1.68 0.17
O 2.10 -0.40 0.16
N 2.61 -1.08 -0.84
C 3.61 -0.57 -1.57
C 4.17 -1.27 -2.61
C 3.71 -2.56 -2.88
C 2.69 -3.08 -2.13
C 2.09 -2.33 -1.10
S 0.75 -2.80 -0.19
H 3.93 0.43 -1.30
H 4.95 -0.81 -3.19
H 4.15 -3.13 -3.68
H 2.30 -4.07 -2.31

=====

No. 10
49
Properties=species:S:1:pos:R:3 method="wB97M-V/def2-TZVPD" total_charge=-1 e_lumo_ev=0.82 total_energy_ha=-2330.279341 relative_energy_kj_mol=0.0 gap_ev=4.31
C -1.16 1.26 -0.26
O -0.41 0.14 -0.94
C -0.09 -0.93 -0.24
S -0.65 -2.59 -0.73
C -2.36 -2.66 -0.18
C -2.65 -3.00 1.14
C -3.97 -2.89 1.59
C -4.96 -2.43 0.71
C -4.67 -2.13 -0.62
C -3.36 -2.25 -1.08
O -0.68 -2.71 -2.17
O 0.09 -3.56 0.06
S 0.88 -0.86 1.24
C 2.34 -1.72 0.66
C 2.69 -2.93 1.25
C 3.71 -3.69 0.68
C 4.35 -3.23 -0.48
C 4.02 -1.98 -1.03
C 3.04 -1.20 -0.42
O 1.28 0.50 1.52
O 0.26 -1.66 2.28
H -1.42 1.94 -1.08
H -2.01 0.82 0.27
H -0.46 1.75 0.43
H -1.86 -3.35 1.80
H -4.21 -3.17 2.61
H -5.98 -2.29 1.08
H -5.43 -1.79 -1.32
H -3.09 -2.05 -2.11
H 2.16 -3.26 2.15
H 3.97 -4.63 1.14
H 5.10 -3.85 -0.96
H 4.52 -1.61 -1.92
H 2.82 -0.20 -0.79
O 2.88 1.98 -0.88
N 2.34 2.88 -1.57
C 1.33 3.65 -0.94
C 0.95 3.26 0.33
N 0.01 4.03 0.95
N -0.42 3.91 2.25
N -1.26 4.90 2.45
N -1.44 5.66 1.32
C -0.64 5.12 0.37
C -0.33 5.43 -0.98
C 0.66 4.71 -1.62
O 2.68 3.12 -2.75
H 1.39 2.44 0.88
H -0.93 6.21 -1.43
H 0.94 4.90 -2.66

=====

No. 11
46
Properties=species:S:1:pos:R:3 method="wB97M-V/def2-TZVPD" total_charge=-1 e_lumo_ev=2.33 total_energy_ha=-2603.011150 relative_energy_kj_mol=130.0 gap_ev=5.78
Al 0.32 0.01 -0.16
S 2.28 -0.36 0.81
C 2.95 -0.98 -0.74
C 2.92 -2.36 -1.00
C 3.41 -2.90 -2.17
C 3.95 -2.03 -3.12
C 4.00 -0.68 -2.87
C 3.52 -0.08 -1.69
S 3.60 1.63 -1.47
H 2.50 -3.01 -0.24
H 3.36 -3.97 -2.35
H 4.34 -2.42 -4.05
H 4.43 -0.01 -3.61
N -0.54 3.53 0.64
C -1.19 2.37 0.83
O -0.51 1.30 0.77
C -2.56 2.36 1.15
C -3.20 1.13 1.38
N -3.70 0.11 1.59
C -3.30 3.57 1.18
N -3.88 4.56 1.22
H -1.07 4.37 0.46
H 0.36 3.46 0.18
C 0.04 -3.27 1.61
C -0.99 -2.28 1.18
N -2.19 -2.32 1.72
O -0.73 -1.46 0.28
H -0.22 -3.77 2.54
H 0.99 -2.74 1.71
H 0.16 -4.01 0.82
H -2.38 -2.95 2.47
H -2.87 -1.57 1.53
Cl -3.02 0.71 -1.99
C -1.86 1.98 -2.33
C -2.35 3.26 -2.52
C -1.47 4.30 -2.78
C -0.11 4.03 -2.84
C 0.37 2.75 -2.64
C -0.50 1.67 -2.37
C 0.04 0.31 -2.09
H -3.42 3.43 -2.46
H -1.85 5.30 -2.94
H 0.59 4.83 -3.05
H 1.43 2.54 -2.66
H 0.99 0.17 -2.60
H -0.66 -0.45 -2.44